Entry 1
C39H27F4N7Ti | ωB97M-V with the def2-TZVPD basis set

Properties
Molar mass: 717.6 g mol⁻¹
E_LUMO: -8.47 eV
Frontier orbital gap: 5.465 eV
HOMO energy: -13.932 eV

Structure (ORCA input):
```
! wB97M-V def2-TZVPD RIJCOSX def2/J DEFGRID3
* xyz 2 1
Ti 0.564 -0.135 -0.950
N -0.665 0.241 -2.796
C -1.750 -0.701 -2.566
C -3.058 -0.253 -2.503
C -4.062 -1.135 -2.136
C -3.752 -2.461 -1.849
C -2.444 -2.903 -1.958
C -1.417 -2.033 -2.318
C -0.012 -2.508 -2.479
C 0.234 -3.702 -3.149
C 1.538 -4.121 -3.384
C 2.618 -3.350 -2.970
C 2.395 -2.160 -2.301
C 1.088 -1.741 -2.049
H -0.093 -0.063 -3.583
H -1.034 1.161 -3.016
H -3.291 0.780 -2.739
H -5.088 -0.794 -2.086
H -4.533 -3.149 -1.551
H -2.205 -3.937 -1.740
H -0.598 -4.294 -3.509
H 1.712 -5.052 -3.909
H 3.630 -3.677 -3.167
H 3.237 -1.570 -1.966
C 0.255 -1.637 2.657
C 0.808 -2.607 1.613
C 2.301 -2.508 1.419
C 3.114 -3.533 1.878
C 4.492 -3.480 1.721
C 5.067 -2.395 1.089
C 4.293 -1.341 0.609
C 5.014 -0.209 -0.099
C 5.781 0.710 0.857
C 2.913 -1.412 0.809
N 2.091 -0.317 0.323
C 2.415 0.921 0.656
C 1.980 1.967 -0.171
C 2.136 3.348 -0.125
C 1.626 3.848 -1.329
C 1.170 2.764 -2.061
N 1.385 1.601 -1.392
H -0.820 -1.777 2.790
H 0.434 -0.593 2.392
H 0.732 -1.814 3.622
H 0.300 -2.481 0.655
H 0.576 -3.624 1.925
H 2.657 -4.388 2.361
H 5.111 -4.292 2.081
H 6.142 -2.361 0.944
H 4.335 0.383 -0.716
H 5.725 -0.656 -0.796
H 5.125 1.156 1.609
H 6.273 1.515 0.312
H 6.547 0.153 1.396
H 3.046 1.113 1.519
H 2.588 3.909 0.680
H 1.608 4.878 -1.650
H 0.730 2.773 -3.047
F -1.779 2.406 0.409
C -2.909 2.659 1.091
C -3.232 3.931 1.357
F -2.423 4.883 0.948
C -4.451 4.283 2.080
C -5.292 3.144 2.438
C -4.952 1.874 2.161
F -5.770 0.901 2.525
C -3.714 1.535 1.498
C -3.329 0.242 1.265
C -2.081 -0.073 0.667
N -1.054 -0.423 0.285
C -4.090 -0.939 1.565
N -4.597 -1.951 1.762
F -6.426 3.370 3.053
C -4.768 5.560 2.397
C -5.958 5.932 3.111
N -6.881 6.305 3.683
C -3.938 6.685 2.053
N -3.317 7.616 1.798
*
```

Entry 2
C39H27F4N7Ti | ωB97M-V with the def2-TZVPD basis set

Properties
Molar mass: 717.6 g mol⁻¹
E_LUMO: -7.75 eV
Frontier orbital gap: 6.205 eV
HOMO energy: -13.960 eV

Structure (ORCA input):
```
! wB97M-V def2-TZVPD RIJCOSX def2/J DEFGRID3
* xyz 2 1
Ti -1.629 -0.163 0.900
N -0.691 4.048 0.466
C 0.212 3.582 -0.340
C 2.842 3.711 -0.869
C 2.587 4.298 -2.236
C 1.561 3.961 -3.013
C 0.458 3.066 -2.687
C -0.194 2.847 -1.515
C -1.504 2.108 -1.564
C -2.386 2.498 -2.566
C -3.526 1.759 -2.885
C -3.783 0.580 -2.223
C -2.934 0.210 -1.178
C -1.829 0.969 -0.785
H -0.444 4.622 1.267
H -1.675 3.907 0.267
H 3.631 4.296 -0.387
H 3.352 4.961 -2.621
H 1.533 4.351 -4.024
H 0.013 2.587 -3.554
H -2.177 3.397 -3.134
H -4.179 2.099 -3.676
H -4.622 -0.045 -2.496
H -3.163 -0.744 -0.700
C -0.037 -4.179 3.580
C 0.420 -2.844 2.989
C 0.857 -2.968 1.549
C 2.139 -3.433 1.268
C 2.569 -3.595 -0.037
C 1.720 -3.293 -1.094
C 0.436 -2.819 -0.866
C -0.460 -2.486 -2.031
C -1.507 -3.564 -2.314
C 0.022 -2.681 0.463
N -1.275 -2.106 0.737
C -2.296 -2.855 1.142
C -3.434 -2.207 1.604
C -4.687 -2.616 2.074
C -5.376 -1.463 2.425
C -4.530 -0.381 2.170
N -3.356 -0.805 1.674
H -0.302 -4.066 4.630
H 0.758 -4.921 3.509
H -0.905 -4.581 3.053
H 1.267 -2.471 3.571
H -0.382 -2.109 3.096
H 2.806 -3.659 2.091
H 3.571 -3.951 -0.235
H 2.064 -3.414 -2.113
H 0.168 -2.353 -2.914
H -0.957 -1.524 -1.869
H -1.030 -4.531 -2.472
H -2.085 -3.323 -3.205
H -2.206 -3.674 -1.481
H -2.206 -3.937 1.112
H -5.033 -3.635 2.151
H -6.370 -1.398 2.833
H -4.726 0.669 2.331
F 0.775 -0.042 0.146
C 1.725 0.938 0.161
C 2.406 1.175 -0.948
F 2.181 0.477 -2.057
C 3.363 2.294 -1.032
C 1.663 3.868 0.110
C 1.830 3.015 1.377
F 1.834 3.739 2.479
C 1.808 1.686 1.416
C 1.540 0.930 2.676
C 0.221 0.758 2.734
N -0.953 0.699 2.500
C 2.504 0.260 3.469
N 3.303 -0.281 4.095
F 1.651 5.190 0.499
C 4.650 2.048 -1.324
C 5.578 3.132 -1.479
N 6.240 4.063 -1.595
C 5.119 0.703 -1.498
N 5.468 -0.386 -1.595
*
```

The energy of each structure relative to the most stable one, in eV, is as follows: entry 1 0.000; entry 2 2.694.

Entry 1
C4H13NO2 | ωB97M-V with the def2-TZVPD basis set

Properties
Molar mass: 107.2 g mol⁻¹
E_LUMO (spin up / spin down): 3.92 / 4.08 eV
Frontier orbital gap (spin up / spin down): 2.726 / 10.324 eV
HOMO energy (spin up / spin down): 1.189 / -6.240 eV

Structure (ORCA input):
```
! wB97M-V def2-TZVPD RIJCOSX def2/J DEFGRID3
* xyz -1 2
C 0.744 0.883 2.424
N 0.705 0.096 1.101
C 0.039 0.856 -0.070
C -0.103 -0.028 -1.233
C -0.540 0.592 -2.591
O -1.044 -1.105 -0.948
H 1.456 0.449 3.294
H -0.263 0.884 2.847
H 0.979 1.950 2.398
H 1.683 0.133 0.781
H -1.014 0.954 0.098
H 0.500 1.837 -0.207
H 0.899 -0.430 -1.360
H -1.398 1.184 -2.547
H 0.263 1.174 -3.043
H -0.851 -0.133 -3.318
H -1.948 -0.910 -0.518
H -0.399 -3.148 0.434
H 0.384 -2.165 1.141
O -0.092 -3.074 1.320
*
```

Entry 2
C4H13NO2 | ωB97M-V with the def2-TZVPD basis set

Properties
Molar mass: 107.2 g mol⁻¹
E_LUMO (spin up / spin down): 3.77 / 3.60 eV
Frontier orbital gap (spin up / spin down): 2.973 / 9.373 eV
HOMO energy (spin up / spin down): 0.802 / -5.775 eV

Structure (ORCA input):
```
! wB97M-V def2-TZVPD RIJCOSX def2/J DEFGRID3
* xyz -1 2
C 0.281 -2.199 -0.772
N 1.689 -1.636 -0.980
C 1.706 -0.223 -0.485
C 0.256 0.218 -0.267
C -0.497 -1.046 -0.037
H 0.142 -3.166 -0.287
H -0.182 -2.210 -1.751
H 2.290 -2.244 -0.438
H 2.185 0.388 -1.262
H 2.388 -0.215 0.360
H 0.292 0.900 0.603
H -0.157 0.687 -1.150
H -1.473 -1.184 -0.529
H -0.814 -1.350 0.967
H -1.309 3.709 -1.316
H -0.939 3.275 0.039
O -0.516 3.628 -0.760
H -2.225 1.553 2.769
H -1.465 0.210 2.977
O -1.651 0.906 2.320
*
```

The energy of each structure relative to the most stable one, in eV, is as follows: entry 1 1.013; entry 2 0.000.